{"formula": "C2H10N3PbS", "method": "ωB97M-V/def2-TZVPD", "lumo_energy_ha": [-0.2490, -0.2490], "homo_lumo_gap_ev": [4.66, 4.66], "e_homo_ha": [-0.42034, -0.42030], "spin_multiplicity": 1, "fmax_ev_per_a": 2.797, "e_above_lowest_ev": 3.915, "charge": 1, "elements": ["C", "Pb", "N", "N", "H", "H", "H", "H", "H", "H", "H", "H", "H", "H", "S", "C", "N"], "xyz": [[-1.53899, -1.38188, 1.18843], [0.12693, 0.08736, 0.29096], [1.84945, 1.32029, -1.31320], [-1.95133, 1.09968, -1.22783], [2.19609, 0.71167, -2.06173], [-0.21072, 1.07006, 1.78237], [-1.18033, -1.93239, 2.07140], [-1.66275, -2.07828, 0.34136], [-2.48698, -0.87196, 1.39763], [-1.87853, 0.96341, -2.24155], [-2.00570, 2.10723, -1.04527], [-2.81834, 0.67015, -0.90197], [1.50169, 2.19440, -1.71765], [2.62044, 1.52290, -0.67089], [3.63128, -2.73299, 2.35664], [2.61406, -1.93150, 1.45484], [1.87519, -1.32631, 0.72527]]}


{"formula": "C2H10N3S", "method": "ωB97M-V/def2-TZVPD", "lumo_energy_ha": -0.1140, "homo_lumo_gap_ev": 10.13, "e_homo_ha": -0.48610, "spin_multiplicity": 1, "fmax_ev_per_a": 3.817, "e_above_lowest_ev": 1.400, "charge": 1, "elements": ["C", "C", "N", "N", "N", "S", "H", "H", "H", "H", "H", "H", "H", "H", "H", "H"], "xyz": [[-1.02659, -0.11692, 0.83994], [-0.57834, 0.75732, -0.56671], [-1.09419, -1.51547, 0.56511], [-0.45698, -0.08417, -1.57542], [-0.17268, 1.98031, -0.45146], [2.50879, -0.56630, 0.32940], [-1.96073, 0.15712, 1.37875], [-0.28499, 0.33147, 1.51278], [-1.99871, -1.87499, 0.79050], [-0.28474, -2.00674, 0.99375], [-0.26897, 0.34310, -2.46887], [-1.02220, -0.87330, -1.38935], [-0.49461, 2.34585, 0.47360], [3.32009, -0.97237, -0.63755], [0.44577, 2.55321, -1.09987], [3.36908, -0.45812, 1.30541]]}


{"formula": "C2H10N4", "method": "ωB97M-V/def2-TZVPD", "lumo_energy_ha": 0.0300, "homo_lumo_gap_ev": 9.99, "e_homo_ha": -0.33712, "spin_multiplicity": 1, "fmax_ev_per_a": 3.571, "e_above_lowest_ev": 1.836, "elements": ["N", "C", "N", "H", "H", "H", "H", "H", "H", "N", "C", "N", "H", "H", "H", "H"], "xyz": [[1.23707, 1.04840, 0.43450], [1.90999, 0.25193, -0.61846], [2.45625, -0.90188, -0.02364], [1.25691, 0.52752, 1.29221], [1.62447, 1.99161, 0.48654], [2.59811, 0.91886, -1.25020], [1.21717, 0.03055, -1.38765], [2.65449, -1.66970, -0.67644], [1.85598, -1.26082, 0.76304], [-1.99262, -0.57366, -0.52064], [-3.02662, -0.03470, 0.14219], [-3.01151, 0.17725, 1.39838], [-1.79784, -0.39159, -1.42727], [-1.25706, -0.58260, 0.16082], [-3.71281, 0.45166, -0.57350], [-2.01200, 0.01716, 1.80010]]}


{"formula": "C2H10N4", "method": "ωB97M-V/def2-TZVPD", "lumo_energy_ha": [-0.1340, -0.3426], "homo_lumo_gap_ev": [9.38, 3.45], "s_squared": 0.76, "e_homo_ha": [-0.47875, -0.46955], "spin_multiplicity": 2, "fmax_ev_per_a": 3.007, "e_above_lowest_ev": 0.813, "charge": 1, "elements": ["N", "C", "N", "H", "H", "H", "H", "H", "H", "N", "C", "N", "H", "H", "H", "H"], "xyz": [[1.73487, -0.34712, 1.54552], [1.88866, 0.28318, 0.26918], [1.90843, -0.39522, -0.98935], [1.05078, -1.09814, 1.55935], [2.62893, -0.71300, 1.86481], [2.87079, 0.78642, 0.32117], [1.17719, 1.13715, 0.35792], [1.90354, 0.25212, -1.78240], [1.23224, -1.14080, -1.17510], [-1.74977, 0.11766, -1.38589], [-1.64064, 0.14562, -0.00026], [-2.67707, 0.35104, 0.70652], [-0.88084, 0.14991, -1.87951], [-2.69427, 0.13498, -1.72624], [-0.74143, -0.46764, 0.19376], [-2.56200, -0.10281, 1.60948]]}


{"formula": "C2H10N4O2", "method": "ωB97M-V/def2-TZVPD", "lumo_energy_ha": 0.0270, "homo_lumo_gap_ev": 9.17, "e_homo_ha": -0.30982, "spin_multiplicity": 1, "fmax_ev_per_a": 4.499, "e_above_lowest_ev": 3.196, "elements": ["C", "N", "N", "H", "H", "H", "H", "H", "H", "N", "C", "N", "O", "O", "H", "H", "H", "H"], "xyz": [[2.12096, -0.70414, 0.46759], [0.66471, -0.70799, 0.42245], [0.00448, -0.94326, 1.65502], [0.28888, -0.21468, -0.47111], [0.18814, -1.90812, 1.92251], [0.38984, -0.35368, 2.39694], [2.46735, -1.72965, 0.61667], [2.53375, -0.05995, 1.25577], [2.48391, -0.32389, -0.48510], [-1.65347, 0.22902, -0.91305], [-0.98360, 1.29625, -0.25526], [-1.23958, -0.42924, -2.09312], [-1.81953, 1.90362, 0.64551], [-0.02614, 1.85727, -0.76327], [-1.54766, 2.83045, 0.70560], [-2.62534, 0.07378, -0.67145], [-0.74025, 0.25484, -2.66635], [-0.50645, -1.07065, -1.76936]]}


{"formula": "C2H10N5", "method": "ωB97M-V/def2-TZVPD", "lumo_energy_ha": -0.1929, "homo_lumo_gap_ev": 6.41, "e_homo_ha": -0.42837, "spin_multiplicity": 1, "fmax_ev_per_a": 6.170, "e_above_lowest_ev": 7.907, "charge": 1, "elements": ["C", "C", "N", "N", "N", "N", "N", "H", "H", "H", "H", "H", "H", "H", "H", "H", "H"], "xyz": [[0.81724, 2.53767, 1.94617], [0.91294, 0.27033, 0.08968], [-1.01870, -1.44431, -2.22829], [-0.29884, 0.46876, -0.14180], [-1.06080, -3.62577, -2.62328], [1.68521, 1.35194, 1.76909], [-1.02776, -2.63687, -1.76379], [1.37122, 3.45840, 2.09265], [0.23974, 2.72754, 1.01998], [0.18173, 2.52037, 2.81127], [1.61687, -0.40451, -0.22660], [-1.36448, -1.18608, -3.06853], [-1.07758, -0.72709, -1.44074], [-0.63302, 1.20059, 0.57532], [-1.08582, -4.53915, -2.01540], [-1.32948, -3.83478, -3.66244], [1.61222, 0.68502, 2.51317]]}


Electronic energy list, top to bottom, in eV: -22779.5891; -17535.0163; -8194.9993; -8186.0559; -12289.1123; -9674.1054